{"formula": "C4H12NOS", "method": "ωB97M-V/def2-TZVPD", "species": ["C", "N", "C", "C", "S", "C", "H", "H", "H", "H", "H", "H", "H", "H", "H", "H", "H", "H", "O"], "xyz": [[-0.070060, -2.602576, 0.281528], [0.329334, -1.469793, -0.496102], [0.364560, -0.195680, 0.207825], [0.025440, 0.939208, -0.770789], [-0.082323, 2.602173, -0.061556], [1.726001, 0.074834, 0.881867], [0.649850, -2.852069, 1.086825], [-1.008641, -2.361294, 0.762418], [-0.151348, -3.479135, -0.352142], [1.114702, -1.525842, -1.128095], [-0.425032, -0.137814, 0.936321], [0.763555, 0.926701, -1.585804], [-0.913061, 0.636883, -1.231043], [1.904994, -0.606509, 1.711426], [1.737210, 1.125697, 1.181192], [2.498367, -0.049407, 0.117629], [-2.252290, 2.585693, -0.143368], [-3.027098, 3.539050, -1.030922], [-3.184160, 2.849881, -0.367212]], "forces_ev_per_a": [[1.24, -0.03, 0.17], [-0.76, 0.83, -0.26], [0.93, 0.90, -0.44], [0.21, -0.25, -0.32], [0.04, 0.01, 0.12], [-0.63, 0.07, -0.44], [-0.13, -0.09, 0.03], [-0.37, -0.18, -0.01], [-0.28, -0.22, -0.06], [0.03, -0.57, 0.24], [-0.39, -0.38, 0.54], [0.10, -0.03, 0.04], [-0.22, 0.10, -0.10], [0.16, 0.02, 0.14], [0.07, -0.17, 0.28], [0.15, -0.09, 0.05], [-0.03, 0.27, 0.02], [-0.01, -0.32, 0.30], [-0.10, 0.15, -0.30]], "spin_multiplicity": 1, "total_energy_ev": -18716.427, "total_charge": -1, "orbital_gap_ev": 6.5396, "e_above_lowest_kcal_mol": 7.56}